The following is a quantum chemistry calculation of one molecule with the formula C3H4FNO2S, from the OMol25 dataset.

Positions of all 12 atoms, in Å:
C 0.1893 -1.8676 0.4086
C -0.0831 -0.4329 0.6615
F -0.4136 -0.1747 1.9270
C -0.0198 0.5545 -0.2574
S 0.4039 0.2184 -1.9310
N -0.2946 1.9383 0.0514
O -0.5494 2.2257 1.1931
O -0.2487 2.7309 -0.8721
H 1.0363 -2.1866 1.0170
H -0.6734 -2.4586 0.7164
H 0.4052 -2.0483 -0.6388
H 0.2478 1.5009 -2.2756

Properties
Total energy = -22309.8908 eV
Spin multiplicity = 1
Structure (SMILES) = C/C(F)=C(\S)[N+](=O)[O-]
HOMO energy = -0.336 hartree
Energy relative to the best compared isomer or geometry (same formula, charge and spin) = 293.9 kJ/mol

---

The following is a quantum chemistry calculation of C27H30BrIrNO9P3S as an isolated structure, from the OMol25 dataset.

Positions of all 73 atoms, in Å:
Ir 1.4461 0.3127 0.7272
O -0.0928 -2.1067 3.2344
P -0.5951 -0.5918 3.0264
O -1.9584 -0.3966 3.5088
O -0.3282 -0.2915 1.5230
O 0.5887 0.1959 3.7704
P 0.9436 1.7466 3.3786
O 1.8507 2.1916 4.5977
O -0.2791 2.5279 3.1724
O 1.9570 1.5939 2.2254
H -0.6985 -2.5639 3.8306
H 1.3388 2.6757 5.2575
C -5.5519 1.7123 2.2525
C -5.7257 1.1062 1.0128
C -4.6244 0.7234 0.2694
C -3.3416 0.9622 0.7763
C -3.1644 1.5740 2.0244
C -4.2788 1.9470 2.7545
P -1.8642 0.5325 -0.0933
C -2.1761 -0.3230 -1.6263
C -1.6474 0.1621 -2.8252
C -1.8982 -0.5120 -4.0107
C -2.6631 -1.6713 -4.0050
C -3.1707 -2.1710 -2.8101
C -2.9215 -1.5084 -1.6205
C -0.8159 1.9495 -0.3080
C -1.4503 3.1548 -0.6528
C -0.7158 4.3122 -0.7947
C 0.6543 4.2728 -0.5537
C 1.2740 3.0953 -0.1770
C 0.5555 1.9025 -0.0628
H -6.4190 2.0046 2.8301
H -6.7213 0.9394 0.6244
H -4.7572 0.2674 -0.7016
H -2.1687 1.7493 2.4211
H -4.1485 2.4140 3.7209
H -1.0722 1.0793 -2.8235
H -1.5104 -0.1232 -4.9432
H -2.8645 -2.1893 -4.9334
H -3.7649 -3.0751 -2.8088
H -3.3126 -1.8981 -0.6881
H -2.5231 3.1714 -0.8011
H -1.2053 5.2392 -1.0588
H 1.2421 5.1788 -0.6279
H 2.3262 3.1147 0.0654
O 7.1483 1.8445 -1.1799
C 5.9297 1.4804 -0.7696
C 5.6021 1.2172 0.5578
C 4.3076 0.8751 0.8577
N 3.3283 0.7590 -0.0646
C 3.6719 0.9844 -1.3417
Br 2.3854 0.7728 -2.6972
C 4.9382 1.3534 -1.7358
H 7.7606 1.9167 -0.4377
H 6.3325 1.2923 1.3521
H 4.0065 0.7134 1.8820
H 5.1614 1.5365 -2.7756
C 0.4187 -4.8825 0.8264
C 1.1604 -3.5632 0.6704
S 0.2741 -2.4377 -0.4137
O 1.2509 -1.2569 -0.6139
C 0.4142 -3.2673 -2.0010
C 1.8306 -3.6011 -2.4321
H 0.8434 -5.4404 1.6591
H 0.5013 -5.5026 -0.0660
H -0.6382 -4.7212 1.0434
H 2.1670 -3.6768 0.2696
H 1.2064 -3.0223 1.6175
H -0.0653 -2.5635 -2.6834
H -0.2355 -4.1422 -1.9287
H 2.4820 -2.7352 -2.3178
H 1.8269 -3.8822 -3.4847
H 2.2432 -4.4379 -1.8703

Properties
Total energy = -159987.9178 eV
Spin multiplicity = 2
Total charge = +1
HOMO energy (spin up / spin down) = -0.366 / -0.403 hartree
Energy relative to the best compared isomer or geometry (same formula, charge and spin) = 0.0 kJ/mol
⟨S²⟩ = 0.762

---

The following is a quantum chemistry calculation of FH3N2O as an isolated structure, from the OMol25 dataset.

Positions of all 7 atoms, in Å:
N 0.0699 1.0357 0.5172
N -0.2573 0.2232 -0.4790
O 0.0237 -1.4264 -0.0810
F 0.3868 -2.0309 -1.2685
H 0.9633 1.5521 0.3735
H 0.0468 0.5649 1.3958
H -1.2333 0.0814 -0.4580

Properties
Total energy = -7783.8412 eV
Spin multiplicity = 3
HOMO energy (spin up / spin down) = -0.250 / -0.353 hartree
Energy relative to the best compared isomer or geometry (same formula, charge and spin) = 354.6 kJ/mol
⟨S²⟩ = 2.015

---

The following is a quantum chemistry calculation of a 11-piece molecular cluster, C33H77N11O11 overall, from the OMol25 dataset.

Positions of all 132 atoms, in Å:
C -0.5637 0.5695 -5.8684
N -0.4899 1.1370 -4.5451
C -0.8524 0.5215 -3.3854
C -1.6795 -0.6611 -3.4555
O -0.4321 0.9668 -2.3130
H -0.4879 1.4177 -6.5428
H -1.5392 0.0728 -5.9974
H 0.0797 -0.3165 -6.0316
H 0.1626 1.8703 -4.4687
H -2.4467 -0.7714 -4.2395
H -2.0920 -0.9043 -2.4723
H -1.0084 -1.4804 -3.7324
C -6.1032 -0.4418 -2.2505
N -5.0619 -0.4777 -1.2096
C -4.3212 -1.5484 -0.9481
C -3.5038 -1.4541 0.3652
O -4.2669 -2.6173 -1.5844
H -6.5446 0.6126 -2.2432
H -6.9294 -1.1007 -1.9390
H -5.7451 -0.7842 -3.1846
H -5.1087 0.1888 -0.4916
H -3.8064 -0.6266 1.0006
H -2.4465 -1.3594 0.2355
H -3.5460 -2.3668 0.9008
C 0.2924 7.1017 5.7105
N -0.6389 5.9747 5.5554
C -0.8248 5.3288 4.3629
C -1.8164 4.2429 4.3353
O -0.1756 5.6166 3.3685
H 0.5147 7.1447 6.7437
H -0.1278 8.0102 5.2997
H 1.2365 6.8858 5.1249
H -1.1424 5.7464 6.4164
H -1.5917 3.4803 3.6052
H -2.8091 4.6681 4.2355
H -1.8834 3.8631 5.3635
C -0.5971 1.6563 1.2679
N -0.0528 0.6172 0.4447
C 0.4821 -0.5015 1.0329
C 0.8358 -1.5615 0.0589
O 0.6912 -0.5932 2.2388
H -1.3583 1.2351 1.9530
H -0.9878 2.4570 0.5918
H 0.1720 2.0193 1.9753
H -0.1173 0.6780 -0.5779
H 1.7659 -2.0089 0.2120
H 0.8247 -1.2723 -0.9937
H 0.0861 -2.3924 0.1159
C 3.5379 3.6730 0.8053
N 3.6392 2.5609 1.6817
C 4.4453 1.5078 1.4670
C 4.4872 0.4872 2.5646
O 5.1519 1.3696 0.4271
H 3.9883 3.4420 -0.1285
H 4.0194 4.5152 1.2989
H 2.5306 3.8898 0.6283
H 3.0157 2.5773 2.5117
H 4.3643 0.8849 3.5622
H 5.4262 -0.0095 2.5535
H 3.7078 -0.2642 2.2860
C -2.6155 -4.8540 -3.6516
N -2.4083 -4.5329 -2.2604
C -1.5843 -5.3556 -1.5288
C -1.7082 -5.0964 -0.0160
O -0.8848 -6.2277 -1.9943
H -2.0315 -5.7744 -3.8230
H -2.3787 -4.0640 -4.3504
H -3.6480 -5.2774 -3.7917
H -3.0774 -3.8809 -1.8181
H -0.8134 -4.5944 0.3718
H -1.8257 -6.0645 0.4233
H -2.6288 -4.5085 0.1583
C 2.5335 -4.1468 2.8839
N 1.3098 -3.4123 2.8275
C 0.1750 -4.1582 2.8561
C -1.0936 -3.3125 3.0916
O 0.0801 -5.3374 2.6979
H 2.9523 -4.4363 1.9461
H 2.3643 -5.0435 3.4108
H 3.2670 -3.6697 3.4724
H 1.1768 -2.4114 2.8037
H -1.8976 -3.7209 2.4517
H -1.0078 -2.2411 2.9894
H -1.3742 -3.5349 4.1539
C -6.5750 4.1121 -2.7967
N -5.3609 4.2065 -1.9381
C -5.0755 3.3463 -0.9205
C -3.8517 3.7259 -0.0726
O -5.6603 2.2925 -0.7470
H -7.1537 3.1662 -2.5930
H -6.2491 3.9568 -3.8813
H -7.1799 5.0093 -2.7032
H -4.8639 5.0897 -1.8899
H -4.2070 4.3196 0.7779
H -3.1223 4.3058 -0.5839
H -3.4476 2.7657 0.2545
C 2.0660 3.2063 5.1213
N 1.5955 1.8459 5.0637
C 2.1810 0.8553 5.7297
C 1.5973 -0.5171 5.4774
O 3.2082 1.0898 6.3526
H 3.1584 3.3844 5.1583
H 1.5077 3.6998 5.9491
H 1.6140 3.5478 4.1163
H 0.8027 1.6494 4.4627
H 1.3368 -0.7177 4.4292
H 0.5789 -0.5198 5.9336
H 2.1519 -1.2769 5.9533
C 1.6220 -3.7417 -3.4290
N 2.5922 -3.1184 -4.3034
C 2.1281 -2.2327 -5.2343
C 3.1098 -1.5337 -6.1563
O 0.9063 -1.9698 -5.3048
H 2.0321 -4.3987 -2.6722
H 0.9582 -4.4346 -4.0398
H 0.9932 -2.9578 -2.8846
H 3.5891 -3.2735 -4.2215
H 3.6479 -2.2758 -6.7502
H 3.8285 -0.9099 -5.5186
H 2.6087 -0.8628 -6.8368
C 3.1307 0.2062 -2.3911
N 4.4645 -0.2532 -1.9590
C 5.2818 -1.0749 -2.6610
C 6.4107 -1.7014 -1.9126
O 5.1083 -1.3427 -3.8507
H 3.2727 0.9807 -3.0607
H 2.6971 0.6952 -1.5084
H 2.6168 -0.6595 -2.8278
H 4.6176 -0.0024 -1.0208
H 6.2251 -1.7369 -0.8095
H 7.2805 -1.0926 -2.0643
H 6.5878 -2.6734 -2.2380

Properties
Total energy = -74387.8097 eV
Spin multiplicity = 1
Structure (SMILES) = CNC(C)=O.CNC(C)=O.CNC(C)=O.CNC(C)=O.CNC(C)=O.CNC(C)=O.CNC(C)=O.CNC(C)=O.CNC(C)=O.CNC(C)=O.CNC(C)=O
HOMO energy = -0.319 hartree
Energy relative to the best compared isomer or geometry (same formula, charge and spin) = 167.7 kJ/mol

---

The following is a quantum chemistry calculation of one molecule with the formula C2H3NOS2, from the OMol25 dataset.

Positions of all 9 atoms, in Å:
S 3.3968 -0.2455 -0.0892
C 1.7822 -0.2268 0.0222
O 1.0389 0.9171 -0.1247
C -0.2646 0.8136 0.0274
N -0.8786 -0.2895 0.0108
S -2.5950 -0.1598 -0.0935
H 1.1949 -1.1022 0.2849
H -0.7820 1.7635 0.1300
H -2.8925 -1.4704 -0.1679

Properties
Total energy = -27328.8296 eV
Spin multiplicity = 1
Structure (SMILES) = S=CO/C=N/S
HOMO energy = -0.335 hartree
Energy relative to the best compared isomer or geometry (same formula, charge and spin) = 187.9 kJ/mol

---

The following is a quantum chemistry calculation of C14H37BrCuO13S4 as an isolated structure, from the OMol25 dataset.

Positions of all 70 atoms, in Å:
Cu -1.1355 -0.2942 0.3651
Br -1.7283 0.0833 2.9104
C -3.7921 -1.6364 -2.5699
C -4.0867 -0.9986 -1.2200
O -2.9461 -0.5583 -0.5971
H -3.2018 -0.9592 -3.1866
H -4.7146 -1.8462 -3.1196
H -3.2563 -2.5806 -2.4751
H -4.5457 -1.7770 -0.5781
H -4.8509 -0.2117 -1.3095
O -0.1664 -0.6817 -1.6142
S 0.2385 -1.2897 -2.8433
O -0.7086 -1.8833 -3.7107
O 1.0151 -0.2041 -3.6805
C 1.7559 0.7890 -2.9387
C 2.6496 1.5715 -3.8719
C 1.4944 -2.4571 -2.4168
H 2.3868 0.2814 -2.2010
H 1.0962 1.4731 -2.4056
H 3.1137 2.3553 -3.2716
H 2.0908 2.0634 -4.6700
H 3.3888 0.9444 -4.3699
H 2.2531 -1.8699 -1.8934
H 1.9709 -2.8452 -3.3122
H 1.0525 -3.1833 -1.7413
O -0.0236 3.4256 -1.5183
S -0.8366 3.2324 -0.3642
O -1.2270 1.9337 0.0681
O -0.0960 3.9392 0.8270
C -0.6321 3.6721 2.1574
C -0.2485 4.8105 3.0641
C -2.2814 4.2176 -0.5380
H -0.2803 2.6864 2.4667
H -1.7139 3.5106 2.1352
H 0.7165 4.6128 3.5367
H -0.9269 4.8820 3.9174
H -0.2392 5.7898 2.5913
H -2.0717 5.2795 -0.6237
H -2.9417 4.0583 0.3138
H -2.8243 3.8742 -1.4176
O 0.9627 0.0081 0.8794
S 2.3080 0.4552 0.9047
O 3.3040 -0.2570 0.1602
O 2.2708 1.9701 0.4388
C 3.4486 2.5043 -0.2191
C 3.1625 3.9566 -0.4976
C 2.8411 0.6421 2.5780
H 3.7111 1.8828 -1.0708
H 4.2963 2.4594 0.4736
H 2.6729 4.1362 -1.4567
H 4.0567 4.5768 -0.4547
H 2.4554 4.3574 0.2304
H 1.9836 1.0146 3.1306
H 3.7450 1.2453 2.5846
H 3.1455 -0.3449 2.9245
O -0.5858 -2.4950 0.6030
S -1.1235 -3.8006 0.7290
O -0.9102 -4.7639 -0.3061
O -0.5337 -4.3854 2.0791
C -0.8236 -5.7594 2.3777
C 0.0197 -6.1254 3.5945
C -2.8705 -3.6961 1.0866
H -0.5424 -6.3776 1.5280
H -1.8634 -5.9085 2.6795
H -0.2372 -7.1331 3.9163
H -0.2086 -5.4365 4.4091
H 1.0806 -6.0140 3.3777
H -2.9610 -3.6851 2.1681
H -3.4060 -4.5035 0.6013
H -3.1448 -2.7322 0.6557

Properties
Total energy = -199756.3814 eV
Spin multiplicity = 2
HOMO energy (spin up / spin down) = -0.296 / -0.270 hartree
Energy relative to the best compared isomer or geometry (same formula, charge and spin) = 0.0 kJ/mol
⟨S²⟩ = 0.757